Molecular formula: C4H7NOS
Method: DFT, ωB97M-V/def2-TZVPD

The geometry in XYZ format:
```
14
C4H7NOS | the Open Molecules 2025 dataset | ωB97M-V/def2-TZVPD
C 0.728 -0.860 0.365
C -0.509 -1.044 -0.520
C -1.793 -1.225 0.271
C -1.389 1.192 0.122
H 1.456 1.264 0.112
H 0.276 -0.448 1.274
H 1.097 -1.859 0.861
H -0.216 -1.522 -1.525
H -1.476 -1.274 1.532
H -2.604 -2.059 0.099
H -2.420 1.575 0.323
N -1.539 -0.040 -0.487
O -0.482 1.970 0.063
S 2.269 0.029 -0.075
```

E_HOMO   -9.03 eV
Molar mass   117.17 g mol⁻¹
Gap between HOMO and LUMO   9.76 eV
Relative energy (zero: lowest compared OMol25 entry of this formula, charge and spin)   322.8 kJ/mol
Strongest force on any atom   4.7 eV/A
Net charge   0
Multiplicity   1